{"formula": "C18H55N11O8", "method": "wB97M-V/def2-TZVPD", "relative_energy_kj_mol": 109.71, "charge": 0, "multiplicity": 1, "orbital_gap_ev": 8.72, "e_tot_ha": -1923.067099, "homo_ha": -0.31823, "elements": ["C", "O", "C", "C", "C", "N", "H", "H", "H", "H", "H", "H", "H", "H", "H", "H", "H", "C", "O", "C", "C", "C", "N", "H", "H", "H", "H", "H", "H", "H", "H", "H", "H", "H", "C", "O", "C", "C", "C", "N", "H", "H", "H", "H", "H", "H", "H", "H", "H", "H", "H", "N", "C", "N", "O", "H", "H", "H", "H", "N", "C", "N", "O", "H", "H", "H", "H", "N", "C", "N", "O", "H", "H", "H", "H", "N", "C", "N", "O", "H", "H", "H", "H", "C", "C", "O", "H", "H", "H", "H", "H", "H"], "positions_angstrom": [[2.60882, -3.18875, 7.34827], [2.13902, -2.62526, 6.17660], [3.06442, -1.71255, 5.57074], [2.59726, -1.61156, 4.13448], [3.56019, -0.70749, 3.32363], [1.36725, -0.82438, 4.10913], [2.22701, -4.20472, 7.24768], [2.07456, -2.88680, 8.24910], [3.66946, -3.29483, 7.57606], [3.04802, -0.69124, 5.95121], [4.12114, -1.94397, 5.70451], [2.46183, -2.63175, 3.77537], [3.94839, 0.11750, 3.92096], [3.09023, -0.31041, 2.42388], [4.49070, -1.21869, 3.07680], [1.58340, 0.16204, 4.12807], [0.95196, -1.11911, 4.98135], [-0.42765, 1.61382, -3.88903], [-1.71430, 1.55603, -4.50170], [-1.99503, 0.19650, -4.78061], [-2.31824, -0.72046, -3.60883], [-2.64394, -2.13187, -4.11350], [-3.48675, -0.27140, -2.95364], [0.37908, 1.25026, -4.52552], [-0.43023, 0.98506, -2.99867], [-0.12751, 2.64448, -3.69994], [-2.88245, 0.26064, -5.41028], [-1.27202, -0.25934, -5.45706], [-1.54695, -0.74525, -2.83903], [-3.38501, -2.16318, -4.91221], [-2.99253, -2.74726, -3.28412], [-1.88466, -2.78802, -4.53905], [-3.43799, 0.70002, -2.68149], [-4.36550, -0.33616, -3.44732], [5.70858, 0.05876, 0.67718], [5.49097, 1.45031, 0.66998], [5.04777, 1.88258, -0.58376], [3.58222, 1.52139, -0.91422], [2.92005, 2.28173, -2.10037], [2.79073, 1.79412, 0.32283], [4.74977, -0.45679, 0.73215], [6.22859, -0.29756, 1.56640], [6.38435, -0.20551, -0.13620], [5.25918, 2.94589, -0.69684], [5.77119, 1.50994, -1.30894], [3.60924, 0.45490, -1.13773], [3.05772, 3.34947, -1.92983], [1.85341, 2.05918, -2.12920], [3.38139, 2.11528, -3.07380], [1.96015, 1.23330, 0.44822], [3.37054, 1.60197, 1.12719], [-1.14240, 0.02784, -0.57876], [-0.59502, 0.74129, 0.34266], [0.29101, 0.11097, 0.96344], [-0.89474, 1.86380, 0.61700], [-0.94091, -0.95797, -0.49111], [-1.97901, 0.43026, -0.97655], [0.52954, 0.48738, 1.86983], [0.49034, -0.86254, 0.78276], [-5.47383, 2.78839, -0.13380], [-4.21317, 2.43373, -0.28186], [-3.64514, 2.52364, 0.89428], [-3.64894, 2.13891, -1.33857], [-5.68545, 2.83078, 0.85287], [-6.08632, 2.66003, -0.92656], [-4.20454, 2.54277, 1.73500], [-2.65456, 2.36408, 1.00995], [-4.84453, -2.28124, -1.35413], [-4.79980, -2.10182, -0.03292], [-4.30239, -0.93479, 0.33747], [-4.97064, -3.07019, 0.69774], [-4.72041, -3.25114, -1.60711], [-4.43605, -1.51724, -1.87330], [-4.11165, -0.21033, -0.33993], [-4.08157, -0.78727, 1.31193], [0.58889, 4.64224, -0.12338], [-0.31687, 5.14062, -0.92713], [-1.35972, 4.34069, -0.97719], [-0.19678, 6.11298, -1.65365], [0.41563, 3.75402, 0.32512], [1.49744, 5.06552, 0.00101], [-1.21567, 3.39114, -0.66463], [-2.07428, 4.61261, -1.63716], [-1.37794, -4.52339, -0.55914], [-0.00992, -4.09693, -1.01993], [0.12011, -2.72051, -0.65001], [-1.54478, -5.57630, -0.78640], [-2.14753, -3.96215, -1.08910], [-1.50479, -4.41330, 0.51784], [0.12362, -4.31960, -2.07855], [0.72073, -4.69566, -0.47608], [0.76422, -2.37221, -1.27083]]}


{"formula": "C18H55N19O10", "method": "wB97M-V/def2-TZVPD", "relative_energy_kj_mol": 0.00, "charge": 0, "multiplicity": 1, "orbital_gap_ev": 8.42, "e_tot_ha": -2511.958673, "homo_ha": -0.31101, "elements": ["C", "C", "C", "C", "C", "C", "C", "C", "C", "N", "O", "H", "H", "H", "H", "H", "H", "H", "H", "H", "H", "H", "H", "H", "H", "H", "H", "H", "H", "H", "N", "C", "N", "O", "H", "H", "H", "H", "N", "C", "N", "O", "H", "H", "H", "H", "N", "C", "N", "O", "H", "H", "H", "H", "N", "C", "N", "O", "H", "H", "H", "H", "N", "C", "N", "O", "H", "H", "H", "H", "N", "C", "N", "O", "H", "H", "H", "H", "N", "C", "N", "O", "H", "H", "H", "H", "N", "C", "N", "O", "H", "H", "H", "H", "N", "C", "N", "O", "H", "H", "H", "H"], "positions_angstrom": [[-3.96412, -4.48938, 4.00642], [-2.73156, -4.80692, 3.13872], [-1.80913, -5.72165, 3.96421], [-3.27294, -5.60189, 1.91776], [-2.23272, -5.70914, 0.82059], [-1.84094, -4.31037, 0.34608], [-2.02134, -3.14322, 1.32298], [-0.82162, -2.20001, 1.14078], [-3.29114, -2.33582, 0.99764], [-2.02325, -3.63893, 2.68758], [-1.86568, -2.64247, 3.67153], [-4.67782, -3.89091, 3.42143], [-4.50987, -5.37382, 4.32076], [-3.70152, -3.85048, 4.85299], [-2.34641, -6.58511, 4.35623], [-1.03132, -6.13959, 3.32399], [-1.38282, -5.11445, 4.76179], [-3.44444, -6.58829, 2.36122], [-4.24821, -5.24908, 1.58109], [-1.37792, -6.25953, 1.21641], [-2.57641, -6.31148, -0.02140], [-2.40528, -4.05144, -0.55723], [-0.83110, -4.36393, -0.07776], [-0.94328, -1.34665, 1.80652], [-0.92394, -1.76263, 0.14629], [0.11002, -2.69706, 1.40083], [-4.17381, -2.92941, 1.27268], [-3.39577, -2.08801, -0.05604], [-3.38146, -1.46018, 1.64640], [-2.76518, -2.42406, 3.95638], [-4.11587, 1.95394, -0.16980], [-5.27075, 1.24611, -0.27000], [-5.53296, 0.42018, 0.80392], [-6.04514, 1.34725, -1.20975], [-3.90299, 2.64096, -0.86680], [-3.52543, 1.88060, 0.64777], [-6.42356, -0.03607, 0.81898], [-4.93844, 0.50035, 1.60846], [4.09985, 2.80112, -0.14575], [4.56650, 3.30639, -1.33887], [5.76139, 4.00672, -1.20677], [4.04338, 3.09659, -2.41549], [4.57931, 3.05290, 0.69859], [3.41853, 2.06310, -0.17358], [6.34903, 3.72484, -0.43995], [6.21895, 4.09655, -2.10014], [2.43680, 0.26567, -4.85920], [2.62209, -0.06670, -6.16463], [2.31891, 0.93345, -7.06555], [3.08009, -1.13993, -6.51176], [2.22882, 1.21477, -4.60431], [2.70591, -0.36453, -4.12070], [2.68081, 0.89301, -7.99599], [1.82532, 1.72176, -6.69204], [-1.61886, 0.87250, 3.46993], [-2.55320, 1.79842, 3.09954], [-3.68925, 1.79184, 3.86259], [-2.39664, 2.53573, 2.13272], [-0.79979, 0.72966, 2.90990], [-1.71110, 0.39411, 4.34642], [-3.72968, 1.16824, 4.64916], [-4.52551, 2.30751, 3.66291], [0.14657, 1.94087, 0.22121], [1.08373, 1.07756, -0.27251], [1.53865, 1.37985, -1.51969], [1.40698, 0.02484, 0.29204], [-0.06622, 2.76280, -0.33306], [-0.61949, 1.53576, 0.73138], [2.29460, 0.84945, -1.93451], [1.02950, 2.05163, -2.06648], [1.44094, -1.23660, 3.92579], [2.51967, -0.38740, 4.10836], [3.02040, 0.08277, 2.92350], [2.93855, -0.06154, 5.20074], [1.06462, -1.67891, 4.74164], [1.03035, -1.30993, 3.01337], [3.86976, 0.61014, 2.98696], [2.63298, -0.19611, 2.03731], [1.50674, 4.39224, -4.54201], [2.52329, 5.13987, -5.07676], [3.51025, 5.44787, -4.18498], [2.46895, 5.61005, -6.20152], [1.38248, 4.21990, -3.55801], [0.72228, 4.14082, -5.11352], [4.23534, 6.06915, -4.48711], [3.53032, 5.03629, -3.26866], [3.76488, -3.05776, -2.78601], [2.84709, -2.22860, -2.20827], [1.82654, -2.84873, -1.54982], [2.97187, -1.01344, -2.15770], [3.81954, -4.03887, -2.58784], [4.59705, -2.60478, -3.12113], [1.16898, -2.24479, -1.08472], [1.67023, -3.83851, -1.54884], [2.02905, 5.30538, -0.95564], [0.67464, 5.35538, -1.22299], [0.13893, 6.60305, -1.15872], [0.05112, 4.32310, -1.43506], [2.59245, 6.13079, -0.84957], [2.39831, 4.44965, -0.57362], [-0.79591, 6.76288, -1.48457], [0.75839, 7.37277, -0.98568]]}


{"formula": "C18H55N19O10", "method": "wB97M-V/def2-TZVPD", "relative_energy_kj_mol": 433.64, "charge": 0, "multiplicity": 1, "orbital_gap_ev": 8.21, "e_tot_ha": -2511.793510, "homo_ha": -0.31323, "elements": ["C", "C", "C", "C", "C", "C", "C", "C", "C", "N", "O", "H", "H", "H", "H", "H", "H", "H", "H", "H", "H", "H", "H", "H", "H", "H", "H", "H", "H", "H", "N", "C", "N", "O", "H", "H", "H", "H", "N", "C", "N", "O", "H", "H", "H", "H", "N", "C", "N", "O", "H", "H", "H", "H", "N", "C", "N", "O", "H", "H", "H", "H", "N", "C", "N", "O", "H", "H", "H", "H", "N", "C", "N", "O", "H", "H", "H", "H", "N", "C", "N", "O", "H", "H", "H", "H", "N", "C", "N", "O", "H", "H", "H", "H", "N", "C", "N", "O", "H", "H", "H", "H"], "positions_angstrom": [[-22.75583, -4.02745, -2.98180], [-22.99783, -2.70664, -2.09974], [-23.64517, -3.23459, -0.83739], [-21.67862, -2.07124, -1.80540], [-21.20251, -1.08652, -2.89606], [-22.26787, -0.12176, -3.28581], [-23.65039, -0.65455, -3.64343], [-24.62927, 0.54320, -3.48169], [-23.59202, -1.22019, -5.13340], [-24.00301, -1.75149, -2.63038], [-25.23250, -2.39112, -2.90206], [-21.93281, -4.64246, -2.61777], [-23.59813, -4.69958, -2.81785], [-22.52795, -3.82230, -4.02779], [-23.83018, -2.42805, -0.12791], [-24.63218, -3.69313, -0.89777], [-23.02452, -3.93787, -0.28213], [-21.75984, -1.66751, -0.79619], [-21.02264, -2.93516, -1.69838], [-20.33789, -0.53046, -2.53364], [-20.93046, -1.72416, -3.73720], [-21.93384, 0.70588, -3.91155], [-22.36073, 0.43275, -2.35201], [-24.17258, 1.35807, -4.04341], [-24.74116, 0.89625, -2.45655], [-25.62930, 0.38916, -3.88703], [-22.70177, -1.83016, -5.28672], [-23.35044, -0.40954, -5.82086], [-24.45484, -1.84193, -5.37230], [-25.13639, -2.98265, -3.65202], [-20.44684, 1.71352, -12.96824], [-21.08846, 2.50436, -12.26787], [-22.02199, 2.04544, -11.49344], [-20.89679, 3.69729, -12.46537], [-20.57754, 0.75085, -12.69205], [-19.57726, 2.08717, -13.32082], [-22.17270, 1.04796, -11.44408], [-22.60966, 2.65264, -10.94024], [-22.08830, 3.13795, -6.04267], [-22.93240, 2.82967, -7.03783], [-23.56614, 3.78869, -7.60129], [-23.19809, 1.68757, -7.37269], [-21.79978, 4.10283, -6.11927], [-21.47069, 2.39246, -5.75472], [-24.01258, 3.59309, -8.48589], [-23.58624, 4.64812, -7.07111], [-16.46169, -0.86409, -5.24727], [-17.53568, -0.11811, -5.39187], [-17.35547, 1.07270, -5.91046], [-18.65254, -0.30996, -4.93703], [-16.56312, -1.75402, -4.78054], [-15.60268, -0.40787, -5.51942], [-18.18785, 1.63244, -6.02855], [-16.48545, 1.22630, -6.39992], [-20.96876, -0.29190, -7.10417], [-21.13996, -1.07571, -8.11648], [-22.24759, -0.83165, -8.77027], [-20.35590, -1.93702, -8.36656], [-21.67966, 0.40962, -6.95388], [-20.12391, -0.25887, -6.55170], [-22.37246, -1.19769, -9.70329], [-22.70475, -0.03197, -8.35601], [-20.92719, -3.11931, -11.43635], [-21.60295, -2.01839, -11.85032], [-22.90992, -2.04969, -11.72112], [-21.05677, -1.04650, -12.27165], [-21.50668, -3.75628, -10.90857], [-19.91857, -3.16326, -11.46554], [-23.30221, -2.90709, -11.35907], [-23.52376, -1.24905, -11.76872], [-18.97795, -4.38697, -9.31063], [-17.81747, -4.57191, -9.89447], [-17.56407, -3.56398, -10.70610], [-17.11379, -5.57230, -9.86451], [-19.35687, -3.46387, -9.15446], [-19.41943, -5.20976, -8.92566], [-18.03178, -2.69786, -10.93238], [-16.65883, -3.63395, -11.14853], [-23.58179, -5.86755, -9.24009], [-23.93929, -4.82282, -9.90299], [-24.13733, -3.79737, -9.11411], [-24.16245, -4.72858, -11.11443], [-23.74458, -5.83394, -8.24387], [-23.50097, -6.74896, -9.72660], [-23.63315, -3.89350, -8.24425], [-24.38342, -2.93228, -9.57364], [-19.86069, -4.24736, -4.17731], [-20.01682, -3.98095, -5.43682], [-19.20452, -3.09865, -5.83563], [-20.90466, -4.44001, -6.11596], [-20.51861, -4.83164, -3.68147], [-19.10623, -3.70845, -3.77673], [-19.37189, -2.52050, -6.64670], [-18.56025, -2.86585, -5.09347], [-18.69092, 0.82800, -9.97055], [-17.65398, 0.07761, -10.08072], [-17.61354, -0.84602, -9.19510], [-16.83968, 0.12904, -10.96339], [-19.41508, 0.66727, -9.28509], [-18.74598, 1.61287, -10.60383], [-16.89592, -1.55068, -9.28775], [-18.26384, -0.98345, -8.43462]]}


Max |F| readings, ordered: 7.8 1.8 8.0 eV/Å